# C28H71N15O32P

15 unconnected molecules or ions with the total composition C28H71N15O32P at a distorted geometry (wB97M-V/def2-TZVPD, the OMol25 dataset).

The geometry in ORCA input format:
```
! RIJCOSX wB97M-V def2-TZVPD def2/J DEFGRID3
* xyz 1 1
C -2.65686 -2.36932 3.16000
C -2.39287 -0.87807 3.16474
O -1.01511 -0.48605 3.21781
C -0.19637 -1.07716 2.23558
C -0.70119 -0.93919 0.80848
C 0.40936 -1.22067 -0.19881
C -0.06068 -1.09542 -1.65901
C -0.99943 0.10163 -1.96147
C -0.24745 1.40194 -2.33335
C 0.89122 1.24409 -3.36143
C 2.21936 1.49191 -2.66573
O 3.30298 1.25683 -3.56505
C 4.35707 0.57972 -3.03906
C 4.95810 -0.40945 -3.98995
O 4.74403 0.77864 -1.91792
P -2.06307 -0.32362 -3.45329
C -2.96618 -1.82195 -2.85969
O -3.22279 0.85341 -3.38051
C -1.92949 0.42002 -0.78289
N -1.14777 0.44671 0.49873
H -3.72278 -2.51074 3.00047
H -2.42578 -2.84312 4.11572
H -2.15993 -2.90308 2.34677
H -2.91527 -0.41707 2.31040
H -2.84330 -0.44391 4.06029
H -0.02796 -2.14292 2.40287
H 0.78887 -0.60139 2.30212
H -1.51157 -1.64615 0.61776
H 1.18104 -0.45366 -0.02677
H 0.87257 -2.18824 0.00220
H 0.83725 -1.03750 -2.27368
H -0.55027 -2.03206 -1.94494
H -0.97781 2.11380 -2.72490
H 0.16068 1.89076 -1.43269
H 0.88230 0.24543 -3.80127
H 0.73870 1.95888 -4.17091
H 2.25395 2.52274 -2.30033
H 2.30657 0.81328 -1.80920
H 6.03837 -0.27200 -3.99193
H 4.70453 -1.42338 -3.68004
H 4.58403 -0.25043 -4.99847
H -2.73938 -2.04752 -1.81596
H -2.64655 -2.65031 -3.49413
H -4.04626 -1.69776 -2.97094
H -4.01896 0.57811 -2.90993
H -2.46130 1.36182 -0.91700
H -2.67148 -0.37527 -0.67768
H -0.31093 1.00599 0.30940
H -1.64657 0.89976 1.26560
C -0.66367 2.19533 5.29230
N -1.23077 2.60540 6.60496
O -0.48714 3.05436 7.44295
O -2.43164 2.45536 6.72961
H 0.40440 2.37877 5.30021
H -0.88305 1.14048 5.15798
H -1.16447 2.78891 4.53333
C 2.54663 -4.86254 3.16349
N 1.91401 -4.39564 1.90388
O 0.69966 -4.40225 1.82077
O 2.65015 -4.00263 1.02234
H 1.76147 -5.16254 3.84676
H 3.20300 -5.69171 2.91806
H 3.12098 -4.02670 3.55196
C -7.07162 -4.51620 1.78165
N -5.90205 -3.70954 2.22510
O -5.42960 -2.89949 1.44540
O -5.48205 -3.91523 3.34382
H -7.33203 -4.21257 0.77610
H -6.76947 -5.55862 1.82433
H -7.88397 -4.32362 2.47510
C 0.72891 6.15488 -2.20990
N -0.26924 5.05129 -2.15666
O -0.93035 4.91563 -1.13971
O -0.37043 4.34069 -3.13112
H 0.70090 6.69817 -1.27156
H 1.69808 5.69643 -2.38520
H 0.45614 6.78992 -3.04758
C 7.63113 0.18896 -7.50312
N 6.70305 -0.96510 -7.63030
O 6.20160 -1.40898 -6.61272
O 6.50382 -1.39695 -8.74167
H 7.70286 0.45207 -6.45583
H 8.59219 -0.12766 -7.89432
H 7.22395 1.00496 -8.09332
C 5.03140 -2.34808 -11.59970
N 5.21697 -1.70691 -12.93018
O 5.14469 -2.40844 -13.91535
O 5.42853 -0.51237 -12.93294
H 4.84858 -3.40474 -11.75242
H 5.93564 -2.17913 -11.02490
H 4.18605 -1.86117 -11.12399
C -4.43785 -4.67816 -5.97363
N -3.95012 -5.15690 -4.64938
O -4.77533 -5.43632 -3.80772
O -2.74696 -5.22987 -4.50251
H -5.52058 -4.66538 -5.95189
H -4.02753 -3.68514 -6.13079
H -4.06151 -5.36625 -6.72412
C -4.49801 2.17887 8.97972
N -5.71695 1.95827 9.80566
O -6.78995 2.00415 9.23446
O -5.56164 1.74531 10.98517
H -4.81948 2.36617 7.96386
H -3.96587 3.03115 9.38969
H -3.88543 1.28567 9.04474
C -7.77553 0.31072 2.42757
N -8.50534 -0.97995 2.55292
O -9.07826 -1.20983 3.59154
O -8.47097 -1.72495 1.59178
H -7.89450 0.85984 3.35380
H -6.73525 0.06672 2.23205
H -8.20789 0.84521 1.58734
C -1.50848 7.27522 1.14143
N -0.52596 8.39233 1.06848
O 0.37063 8.30662 0.24727
O -0.68109 9.31444 1.83048
H -1.23220 6.53153 0.40113
H -1.46491 6.87986 2.15190
H -2.48934 7.69746 0.94451
C 5.43372 -1.49246 2.30421
N 5.29689 -2.75711 3.07206
O 4.72470 -2.72098 4.14891
O 5.75987 -3.75967 2.57816
H 4.97902 -0.69460 2.87701
H 6.49404 -1.31576 2.16443
H 4.93494 -1.64391 1.35017
C 7.42848 1.51193 5.91421
N 6.66013 0.68889 4.94118
O 5.54953 1.06420 4.62406
O 7.19871 -0.31421 4.52469
H 6.82171 2.36479 6.19160
H 7.64596 0.87825 6.76840
H 8.34785 1.81495 5.42294
C 9.38078 -2.85885 -4.72026
N 9.63537 -2.18365 -6.02098
O 9.52717 -2.83596 -7.03485
O 9.92785 -1.00386 -5.98437
H 9.13006 -3.89322 -4.91998
H 10.28699 -2.77121 -4.12889
H 8.56000 -2.33250 -4.24271
C -9.21277 4.16433 8.20346
N -9.60739 4.44574 6.79616
O -10.78240 4.39994 6.50963
O -8.70760 4.69855 6.01858
H -10.10676 3.95281 8.77692
H -8.54136 3.31163 8.18564
H -8.69804 5.04424 8.57657
*
```

## Properties
HOMO-LUMO gap	8.766	eV
E_LUMO	-2.825	eV
HOMO energy	-11.59	eV

Atom charges from the Mulliken analysis, given in e for atoms 1 to 2: number 1, C, carries -0.78; number 2, C, carries -0.12